Model one:
DFT (ωB97M-V/def2-TZVPD) results for an isolated ion of composition C4H8IN2 and charge +1.

Geometry (Å):
C  -0.95648  -1.58215  0.10708
C  -1.68454  -0.27213  0.31420
C  -0.12545  -0.40152  0.61808
C  0.91148  0.37415  -0.43594
N  -1.08344  -2.71773  -0.27703
N  0.94619  1.86077  -0.13033
I  2.85768  -0.46222  -0.41093
H  -1.83257  0.28655  -0.56536
H  -2.38305  -0.18963  1.17920
H  0.43810  -0.43820  1.53479
H  0.45408  0.29044  -1.51542
H  -0.24801  -3.39856  -0.38782
H  0.37988  1.97537  0.73965
H  1.93470  2.30722  0.02187
H  0.39144  2.36764  -0.79202

Its charge is +1. The value obtained for the LUMO energy is -3.983 eV. The calculation puts the HOMO-LUMO gap at 8.857 eV.

Model two:
DFT (ωB97M-V/def2-TZVPD) results for an isolated ion of composition C4H8IN2 and charge +1.

Geometry (Å):
C  -0.11906  1.64937  -0.10429
C  0.58691  -0.46644  -0.58192
C  0.84375  0.41488  -1.78977
C  -0.80428  -0.19432  1.48016
N  -0.19229  0.41384  0.24356
N  0.53180  1.78022  -1.26826
I  0.26331  3.33063  -2.54206
H  -0.73991  2.46756  0.24067
H  -0.02855  -1.44661  -0.70042
H  1.40686  -0.76209  0.11141
H  1.82128  0.17144  -2.12645
H  0.18319  0.30314  -2.68291
H  0.16592  -0.48729  2.08188
H  -1.39159  0.59124  1.81580
H  -1.43770  -1.02436  1.16053

Its charge is +1. The value obtained for the LUMO energy is -4.463 eV. The calculation puts the HOMO-LUMO gap at 8.881 eV.

Pick model two: it beats the second-best structure by 181.9 kJ/mol.

Model one:
DFT (ωB97M-V/def2-TZVPD) results for a 2-piece molecular cluster, C3H10N2O overall.

Geometry (Å):
C  0.09333  -1.17800  -2.36555
C  0.77739  -1.57428  -0.96483
N  1.02359  -2.34703  1.63669
C  1.19151  -1.03196  1.34364
N  0.72966  -0.68061  0.15447
H  -0.90301  -1.65632  -2.29361
H  0.57834  -1.59429  -3.21397
H  -0.11740  -0.12693  -2.42332
H  1.92813  -1.67605  -1.20236
H  0.31250  -2.60469  -0.60399
H  1.05843  -3.02808  0.92493
H  1.01885  -2.67982  2.69442
H  1.55613  -0.21153  2.19055
H  -2.62072  6.40772  0.80958
H  -2.54010  5.02175  0.21899
O  -3.11465  5.75590  0.28514

The spin multiplicity is 2. Its charge is -1. The value obtained for the LUMO energy (alpha / beta) is 3.002 / 2.952 eV. The calculation puts the HOMO-LUMO gap (alpha / beta) at 1.888 / 6.980 eV.

Model two:
DFT (ωB97M-V/def2-TZVPD) results for a 2-piece molecular cluster, C3H10N2O overall.

Geometry (Å):
C  -1.32541  0.11888  -0.57945
C  -1.24608  1.39760  0.24774
O  0.05708  1.73557  0.69767
N  -2.70803  -0.26136  -0.72479
C  2.07194  -1.47848  0.58447
N  1.76351  -0.14152  0.11073
H  -0.76884  0.20211  -1.50907
H  -0.90133  -0.68530  0.01922
H  -1.90018  1.28652  1.11370
H  -1.61812  2.23549  -0.37116
H  0.79561  0.99669  0.46072
H  -3.11797  0.04830  -1.60977
H  1.67423  -2.25625  -0.10003
H  1.56946  -1.67454  1.54110
H  2.49646  0.13947  -0.53599
H  3.15767  -1.66318  0.65488

The spin multiplicity is 2. Its charge is -1. The value obtained for the LUMO energy (alpha / beta) is 4.318 / 3.238 eV. The calculation puts the HOMO-LUMO gap (alpha / beta) at 6.302 / 5.182 eV.

Pick model two: it beats the second-best structure by 54.7 kJ/mol.